(1)
{"formula": "C5H11MnO3", "method": "ωB97M-V/def2-TZVPD", "elements": ["H", "C", "H", "Mn", "O", "C", "C", "H", "O", "H", "H", "H", "O", "H", "H", "C", "H", "C", "H", "H"], "xyz": [[-1.358, -1.540, -1.428], [-1.114, -0.763, -0.687], [-0.510, 0.572, 1.684], [0.092, -2.144, 0.750], [1.156, -0.569, 1.623], [0.518, 0.664, 1.312], [2.567, -0.520, 1.758], [0.978, 1.509, 1.846], [0.190, -0.187, -0.959], [-0.082, 1.791, -0.398], [-3.656, -0.350, -1.882], [-2.707, 1.221, -2.198], [-2.413, -0.326, -3.505], [3.034, -0.451, 0.766], [-1.780, -0.031, -0.188], [-2.818, 0.138, -2.427], [1.593, 1.153, -0.505], [0.566, 0.921, -0.188], [2.886, -1.440, 2.262], [2.861, 0.351, 2.361]], "lowdin_charge": [0.038, -0.294, 0.118, 0.755, -0.430, -0.210, -0.086, 0.133, -0.290, 0.133, 0.086, 0.083, -0.067, 0.099, 0.047, -0.208, 0.130, -0.230, 0.090, 0.100], "e_homo_ev": [-5.72, -7.20], "multiplicity": 7, "gap_ev": [6.233, 6.947], "energy_ha": -1573.61230, "de_lowest_kj_mol": 213.8}

(2)
{"formula": "C4H5OP", "method": "ωB97M-V/def2-TZVPD", "elements": ["P", "H", "H", "C", "H", "C", "C", "O", "H", "C", "H"], "xyz": [[2.730, 0.852, -0.197], [-2.268, 2.169, 0.553], [0.333, -2.161, 0.046], [-0.665, -0.439, -0.411], [-1.487, -1.250, -0.674], [1.809, -0.556, 0.095], [0.499, -1.065, -0.079], [-2.182, 1.406, -0.078], [2.352, -1.339, 0.575], [-0.951, 0.818, -0.094], [-0.171, 1.564, 0.264]], "lowdin_charge": [0.702, 0.131, 0.110, -0.157, 0.160, -0.643, -0.233, -0.005, 0.006, -0.190, 0.118], "e_homo_ev": [-7.06, -7.90], "gap_ev": [6.364, 6.845], "energy_ha": -571.85542, "de_lowest_kj_mol": 293.0}

(3)
{"formula": "C3H4F2S", "method": "ωB97M-V/def2-TZVPD", "elements": ["F", "F", "H", "S", "H", "C", "C", "H", "C", "H"], "xyz": [[-2.025, -0.897, -0.258], [0.192, 1.859, -0.401], [-0.755, -0.038, -1.793], [1.966, -0.560, -0.373], [2.459, 0.068, 0.808], [0.273, -0.551, 0.199], [-0.868, -0.199, -0.699], [-0.022, -1.313, 0.973], [-0.364, 0.763, 0.285], [-0.856, 0.867, 1.260]], "lowdin_charge": [-0.027, -0.017, 0.173, 0.743, -0.070, -0.592, -0.224, 0.137, -0.287, 0.164], "e_homo_ev": -9.52, "gap_ev": 10.204, "energy_ha": -714.55300, "smiles": "F[C@@H]1C(S)[C@H]1F", "de_lowest_kj_mol": 144.1}

(4)
{"formula": "C2H9NO2", "method": "ωB97M-V/def2-TZVPD", "elements": ["H", "O", "O", "H", "H", "N", "H", "H", "C", "H", "C", "H", "H", "H"], "xyz": [[-0.646, -1.078, -0.814], [-0.479, 1.042, 0.923], [-1.353, 1.298, -1.738], [-1.229, 1.109, -0.803], [-0.133, 1.938, 0.955], [1.184, -0.557, 0.188], [0.176, -0.545, 1.992], [1.542, 0.075, -0.500], [0.279, -1.522, -0.443], [0.801, -1.980, -1.284], [0.621, 0.146, 1.280], [-2.235, 1.668, -1.778], [0.070, -2.329, 0.260], [1.404, 0.734, 1.761]], "lowdin_charge": [0.064, -0.092, -0.071, -0.027, 0.085, -0.101, 0.119, 0.103, -0.113, 0.080, -0.277, 0.031, 0.079, 0.120], "e_homo_ev": -9.37, "gap_ev": 10.180, "energy_ha": -286.81839, "smiles": "CNCO.O", "de_lowest_kj_mol": 0.0}

(5)
{"formula": "C5H6O", "method": "ωB97M-V/def2-TZVPD", "elements": ["H", "C", "H", "C", "C", "H", "C", "O", "H", "C", "H", "H"], "xyz": [[-0.791, 1.162, 1.852], [-0.953, -0.015, 0.139], [1.861, 0.874, 0.838], [-1.293, 1.201, 0.877], [1.217, -0.631, -0.494], [1.413, -2.508, -1.036], [1.140, -1.546, -1.392], [-1.707, -0.841, -0.267], [-2.365, 1.245, 1.006], [1.080, 0.252, 0.394], [1.223, -1.235, -2.406], [-0.919, 2.089, 0.361]], "lowdin_charge": [0.095, -0.277, 0.081, -0.068, -0.289, 0.052, -0.029, 0.162, 0.079, 0.042, 0.055, 0.097], "e_homo_ev": -8.25, "gap_ev": 8.811, "energy_ha": -269.18300, "de_lowest_kj_mol": 428.6}

(6)
{"formula": "C8H18HoI2NO2P2", "method": "ωB97M-V/def2-TZVPD", "elements": ["H", "H", "H", "H", "C", "H", "C", "C", "H", "O", "H", "P", "H", "C", "H", "C", "C", "H", "H", "C", "H", "O", "H", "H", "I", "Ho", "I", "N", "H", "H", "C", "H", "P", "H"], "xyz": [[-1.525, -1.540, -3.002], [-1.852, -3.247, 0.769], [-0.843, 3.443, -1.063], [1.944, 3.966, 2.208], [0.926, -3.706, -0.762], [0.748, -4.740, -1.168], [1.978, -0.396, 0.330], [-1.980, -3.134, -0.307], [-2.315, -4.082, -0.717], [-0.636, -1.485, 4.026], [1.092, -3.804, 0.328], [-0.417, -2.474, -1.045], [-2.781, -2.405, -0.447], [-0.777, -1.038, 2.934], [0.896, 3.486, -1.273], [1.837, 2.919, 1.807], [-0.723, -2.270, -2.864], [-1.095, 2.223, 2.894], [1.921, 2.227, 2.667], [0.096, 3.679, -0.555], [0.085, 4.722, -0.252], [2.799, -0.777, 1.021], [1.876, -3.338, -1.198], [2.708, 2.724, 1.150], [2.373, 1.222, -3.024], [-0.287, 0.170, -0.335], [-0.040, 1.388, -4.396], [-0.923, -0.579, 1.812], [-1.213, 3.914, 2.395], [-1.009, -3.207, -3.334], [-1.150, 2.891, 2.035], [-2.085, 2.656, 1.521], [0.273, 2.547, 0.905], [0.157, -1.847, -3.349]], "lowdin_charge": [0.024, 0.046, 0.037, 0.084, -0.246, 0.084, -0.152, -0.239, 0.065, 0.143, 0.060, 0.710, 0.047, -0.471, -0.006, -0.246, -0.278, 0.046, 0.060, -0.267, 0.065, 0.179, 0.052, 0.051, 0.222, 1.140, 0.223, -0.094, 0.065, 0.064, -0.239, 0.047, 0.706, 0.015], "e_homo_ev": [-15.64, -15.68], "multiplicity": 5, "gap_ev": [6.862, 6.905], "energy_ha": -2746.50437, "de_lowest_kj_mol": 0.0, "charge": 2}

- Number 5 is which compound?
  C5H6O